Record 1
ORCA calculation (ωB97M-V with the def2-TZVPD basis set) on 4 unconnected molecules or ions with the total composition C35H72FN4O12P2S in a non-equilibrium geometry.

Structure (XYZ):
```
127
Properties=species:S:1:pos:R:3
C 7.503 -2.102 0.058
C 8.372 -0.899 -0.598
C 7.704 -0.313 -1.936
C 6.344 0.498 -1.677
C 5.764 0.907 -3.137
C 4.308 1.586 -3.002
C 3.194 0.398 -2.980
C 1.738 0.865 -3.417
C 0.498 0.464 -2.495
P -1.044 0.670 -3.662
C -0.815 2.313 -4.634
C -1.051 -0.647 -5.018
C 0.257 1.595 -1.369
C 1.579 2.227 -0.718
S 2.482 1.108 0.467
O 3.993 1.253 0.335
O 2.087 1.369 1.896
C -0.727 1.194 -0.176
C -2.160 1.924 -0.437
O -2.232 3.234 0.191
C -3.612 3.646 0.069
C -4.555 3.904 1.337
O -4.150 3.790 -1.062
N -1.013 -0.252 0.020
P -0.225 -0.973 1.426
O -0.163 -2.661 1.023
O -1.191 -0.751 2.837
C -0.806 -1.039 -1.211
N -1.834 -1.767 -1.612
C -3.151 -1.825 -0.861
C -4.081 -3.037 -1.390
N -4.423 -3.918 -0.220
N 0.486 -0.879 -1.868
C 0.937 -2.028 -2.674
C 2.223 -2.683 -1.907
C 3.346 -3.233 -2.898
F 1.721 -3.857 -1.188
H 7.173 -2.873 -0.725
H 8.164 -2.686 0.799
H 6.632 -1.676 0.661
H 8.657 -0.097 0.162
H 9.363 -1.390 -0.930
H 8.456 0.414 -2.404
H 7.518 -1.216 -2.628
H 5.621 -0.179 -1.101
H 6.597 1.429 -1.069
H 5.725 -0.054 -3.757
H 6.507 1.667 -3.578
H 4.318 2.193 -2.038
H 4.176 2.285 -3.900
H 3.285 -0.118 -1.970
H 3.567 -0.348 -3.780
H 1.513 0.486 -4.484
H 1.738 2.015 -3.507
H -0.400 3.154 -3.989
H 0.002 2.081 -5.420
H -1.787 2.654 -5.114
H -1.511 -0.168 -5.963
H -0.026 -1.035 -5.327
H -1.785 -1.483 -4.716
H -0.255 2.467 -1.930
H 2.292 2.718 -1.480
H 1.219 3.111 -0.064
H 2.222 -0.251 0.193
H -0.317 1.638 0.799
H -2.936 1.263 0.108
H -2.450 1.931 -1.540
H -5.361 4.701 1.130
H -3.960 4.306 2.244
H -5.135 2.955 1.634
H 0.232 -3.156 1.780
H -1.948 -0.147 2.644
H -1.767 -2.304 -2.484
H -2.884 -2.045 0.225
H -3.687 -0.805 -0.897
H -5.064 -2.606 -1.773
H -3.543 -3.693 -2.160
H -4.595 -3.339 0.626
H -3.612 -4.508 0.037
H 1.264 -1.823 -3.743
H 0.199 -2.915 -2.742
H 2.625 -1.996 -1.082
H 3.625 -2.534 -3.750
H 4.275 -3.446 -2.249
H 3.018 -4.237 -3.329
O 7.161 -0.540 3.119
C 6.162 -0.273 3.744
O 5.542 -1.224 4.468
C 4.453 -0.977 5.369
C 3.131 -0.935 4.626
C 5.542 1.096 3.655
H 4.632 -0.076 5.960
H 4.444 -1.811 6.074
H 3.104 -0.126 3.894
H 2.303 -0.798 5.324
H 2.977 -1.867 4.074
H 4.945 1.159 2.744
H 6.345 1.834 3.616
H 4.927 1.360 4.513
O -2.853 5.131 3.566
C -2.862 5.964 4.447
O -4.029 6.414 4.933
C -4.156 7.271 6.080
C -3.962 8.725 5.698
C -1.579 6.569 4.946
H -3.484 6.953 6.881
H -5.171 7.130 6.456
H -2.964 8.908 5.297
H -4.111 9.373 6.564
H -4.673 9.011 4.918
H -1.264 7.354 4.258
H -0.819 5.786 4.977
H -1.643 6.972 5.954
O -10.867 -5.514 -1.527
C -9.836 -5.953 -1.077
O -8.803 -5.126 -0.826
C -7.600 -5.511 -0.144
C -6.616 -6.155 -1.098
C -9.654 -7.433 -0.873
H -7.825 -6.143 0.719
H -7.166 -4.591 0.253
H -7.017 -7.071 -1.537
H -5.685 -6.398 -0.584
H -6.393 -5.479 -1.928
H -9.392 -7.895 -1.825
H -10.598 -7.849 -0.515
H -8.906 -7.688 -0.126
```

Calculated values
Net charge ... +1
HOMO-LUMO gap ... 7.46 eV
LUMO ... -3.9 eV
E ... -100110.78904 eV
Max |F| ... 0.118 hartree/bohr

These are the Mulliken partial charges, in e, on atoms 1 to 4: C -0.75; C -0.49; C -0.69; C 0.08

---

Record 2
ORCA calculation (ωB97M-V with the def2-TZVPD basis set) on 2 unconnected molecules or ions with the total composition C3H8OSi in a non-equilibrium geometry.

Structure (XYZ):
```
13
Properties=species:S:1:pos:R:3
C -0.692 -0.316 0.018
C -3.116 2.263 0.330
C 2.678 -1.651 -0.054
O -0.161 1.088 -0.300
Si -1.772 1.222 -0.092
H -0.464 -0.860 -0.904
H -0.165 -0.656 0.943
H 2.922 -0.550 0.113
H -4.046 1.804 0.221
H -3.040 3.214 -0.005
H 3.159 -1.874 -1.023
H 1.626 -1.545 -0.070
H 3.070 -2.140 0.822
```

Calculated values
Net charge ... 0
HOMO-LUMO gap ... 8.91 eV
LUMO ... 0.1 eV
E ... -13162.43892 eV
Max |F| ... 0.079 hartree/bohr
ΔE to the lowest compared entry with this formula, charge and spin ... 346.3 kJ/mol

These are the Mulliken partial charges, in e, on atoms 1 to 4: C -0.48; C -0.94; C -0.74; O -0.30

---

Record 3
ORCA calculation (ωB97M-V with the def2-TZVPD basis set) on 2 unconnected molecules or ions with the total composition C5H10N4 in a non-equilibrium geometry.

Structure (XYZ):
```
19
Properties=species:S:1:pos:R:3
C -2.068 -0.978 1.356
C -1.906 0.887 0.398
C 1.793 0.687 1.732
C -0.096 -1.190 -2.045
C 1.395 0.934 0.472
N -2.438 0.257 1.512
N -1.540 -1.265 0.166
N -1.271 -0.128 -0.388
N -0.598 0.032 -1.459
H -2.273 -1.752 2.154
H -1.163 1.780 0.527
H 1.520 1.086 2.660
H 2.470 -0.099 1.887
H -2.656 1.387 -0.207
H 0.797 -0.882 -2.624
H 0.107 -1.834 -1.117
H -0.938 -1.623 -2.554
H 1.789 0.466 -0.414
H 0.747 1.705 0.157
```

Calculated values
Net charge ... 0
HOMO-LUMO gap (alpha / beta) ... 8.63 / 8.64 eV
LUMO (alpha / beta) ... 0.1 / 0.1 eV
E ... -11303.10988 eV
Max |F| ... 0.088 hartree/bohr
ΔE to the lowest compared entry with this formula, charge and spin ... 460.1 kJ/mol

These are the Mulliken partial charges, in e, on atoms 1 to 4: C -0.03; C -0.30; C -0.52; C -0.71

---

Record 4
ORCA calculation (ωB97M-V with the def2-TZVPD basis set) on 2 unconnected molecules or ions with the total composition C2H6S in a non-equilibrium geometry.

Structure (XYZ):
```
9
Properties=species:S:1:pos:R:3
C 0.472 0.139 0.784
C -0.379 0.387 -0.426
S 0.295 -0.458 -1.880
H 0.013 0.564 1.690
H 0.653 -0.926 0.927
H 1.490 0.574 0.721
H -0.508 1.466 -0.753
H -1.461 0.183 -0.195
H -0.574 -1.929 -0.869
```

Calculated values
Spin multiplicity ... 2
Net charge ... +1
HOMO-LUMO gap (alpha / beta) ... 9.59 / 7.90 eV
LUMO (alpha / beta) ... -7.5 / -9.2 eV
E ... -12994.63060 eV
Max |F| ... 0.095 hartree/bohr
<S²> ... 0.80
ΔE to the lowest compared entry with this formula, charge and spin ... 295.1 kJ/mol

These are the Mulliken partial charges, in e, on atoms 1 to 4: C -0.82; C -0.53; S 0.32; H 0.30

---

Record 5
ORCA calculation (ωB97M-V with the def2-TZVPD basis set) on a molecular structure, C48H36MnN4O4.

Structure (XYZ):
```
93
Properties=species:S:1:pos:R:3
Mn 0.091 -0.045 0.053
C 7.089 -3.065 -4.983
O 7.189 -2.987 -3.549
C 6.100 -2.766 -2.837
C 6.292 -2.699 -1.443
C 5.247 -2.422 -0.618
C 3.931 -2.236 -1.126
C 3.757 -2.380 -2.525
C 4.816 -2.619 -3.372
C 2.781 -1.855 -0.361
C 2.826 -0.898 0.755
C 3.898 -0.624 1.637
C 3.462 0.340 2.504
C 2.149 0.681 2.110
N 1.763 -0.118 1.050
C 1.484 1.838 2.522
C 0.385 2.399 1.773
C -0.206 3.675 1.984
C -1.159 3.825 1.021
C -1.178 2.600 0.296
C -2.256 2.232 -0.513
C -3.033 3.324 -1.082
C -2.336 4.306 -1.796
C -3.001 5.348 -2.418
C -4.384 5.456 -2.279
O -5.119 6.422 -2.825
C -4.443 7.438 -3.573
C -5.087 4.516 -1.512
C -4.428 3.461 -0.941
C -2.626 0.850 -0.726
N -1.792 -0.195 -0.493
C -2.542 -1.332 -0.709
C -1.997 -2.630 -0.786
C -2.837 -3.795 -0.963
C -3.904 -3.854 -1.874
C -4.701 -4.973 -1.978
C -4.467 -6.067 -1.137
O -5.206 -7.172 -1.132
C -6.332 -7.250 -2.020
C -3.388 -6.045 -0.244
C -2.579 -4.941 -0.175
C -0.573 -2.845 -0.779
C 0.073 -3.993 -1.313
C 1.412 -3.717 -1.316
C 1.547 -2.423 -0.743
N 0.327 -1.903 -0.439
C -3.878 -0.975 -1.002
C -3.909 0.390 -1.100
N -0.215 1.747 0.759
C 1.971 2.508 3.717
C 2.156 1.763 4.887
C 2.605 2.354 6.054
C 2.926 3.712 6.052
O 3.386 4.369 7.116
C 3.528 3.640 8.342
C 2.778 4.466 4.880
C 2.291 3.880 3.741
H 8.100 -3.216 -5.339
H 6.689 -2.137 -5.388
H 6.468 -3.908 -5.279
H 7.284 -2.887 -1.049
H 5.424 -2.457 0.441
H 2.775 -2.236 -2.954
H 4.645 -2.683 -4.437
H 4.872 -1.070 1.647
H 4.030 0.813 3.290
H 0.019 4.360 2.785
H -1.844 4.649 0.885
H -1.261 4.226 -1.899
H -2.443 6.066 -3.000
H -5.204 8.146 -3.872
H -3.970 7.010 -4.457
H -3.699 7.942 -2.956
H -6.152 4.658 -1.372
H -4.980 2.784 -0.303
H -4.057 -3.041 -2.573
H -5.484 -5.004 -2.721
H -6.788 -8.213 -1.833
H -6.012 -7.196 -3.061
H -7.045 -6.455 -1.802
H -3.217 -6.911 0.383
H -1.761 -4.928 0.537
H -0.416 -4.889 -1.668
H 2.221 -4.366 -1.620
H -4.713 -1.648 -1.119
H -4.752 0.997 -1.379
H 1.896 0.711 4.893
H 2.696 1.761 6.954
H 3.881 4.353 9.075
H 4.259 2.840 8.228
H 2.571 3.230 8.662
H 3.065 5.512 4.898
H 2.221 4.470 2.835
```

Calculated values
Spin multiplicity ... 2
Net charge ... +2
HOMO-LUMO gap (alpha / beta) ... 4.71 / 4.72 eV
LUMO (alpha / beta) ... -7.8 / -7.8 eV
E ... -95814.99888 eV
Max |F| ... 0.014 hartree/bohr
<S²> ... 0.76

These are the Mulliken partial charges, in e, on atoms 1 to 4: Mn 1.09; C -0.85; O -0.42; C 0.94

---

Record 6
ORCA calculation (ωB97M-V with the def2-TZVPD basis set) on a molecular structure, C16H22Br2NOP2Pt.

Structure (XYZ):
```
45
Properties=species:S:1:pos:R:3
Pt 0.083 0.402 -0.688
C 2.848 -0.887 1.162
C 2.021 -0.056 2.089
C 2.307 0.004 3.463
C 1.539 0.773 4.294
C 0.463 1.493 3.751
C -0.410 2.351 4.509
Br -0.162 2.554 6.336
C -1.451 3.054 3.917
C -1.688 2.946 2.563
Br -3.078 3.884 1.787
C -0.872 2.087 1.727
O -1.091 1.944 0.520
C 0.246 1.369 2.379
N 1.004 0.621 1.567
H 3.682 -1.352 1.682
H 3.227 -0.269 0.347
H 2.226 -1.664 0.716
H 3.144 -0.559 3.854
H 1.752 0.830 5.353
H -2.078 3.691 4.524
C 2.780 -1.093 -2.448
P 1.047 -0.554 -2.438
C 0.914 0.376 -3.994
C 0.124 -2.091 -2.765
C -1.375 -1.802 -2.727
P -1.808 -0.754 -1.279
C -2.707 -1.875 -0.167
C -3.123 0.338 -1.895
H 3.016 -1.572 -3.401
H 2.965 -1.802 -1.642
H 3.440 -0.236 -2.313
H 1.196 -0.246 -4.847
H 1.575 1.242 -3.958
H -0.103 0.741 -4.126
H 0.399 -2.790 -1.971
H 0.429 -2.538 -3.714
H -1.954 -2.727 -2.707
H -1.687 -1.255 -3.619
H -3.538 -2.342 -0.700
H -3.101 -1.315 0.682
H -2.042 -2.651 0.214
H -3.924 -0.224 -2.378
H -2.694 1.048 -2.600
H -3.541 0.903 -1.060
```

Calculated values
Spin multiplicity ... 3
Net charge ... +1
HOMO-LUMO gap (alpha / beta) ... 5.96 / 6.09 eV
LUMO (alpha / beta) ... -3.3 / -5.3 eV
E ... -182391.68369 eV
Max |F| ... 0.009 hartree/bohr
<S²> ... 2.04
ΔE to the lowest compared entry with this formula, charge and spin ... 19.8 kJ/mol

These are the Mulliken partial charges, in e, on atoms 1 to 4: Pt 0.51; C -1.00; C 0.59; C -0.82

---

Question: Which formula does entry 2 have?
Answer: C3H8OSi

---

Question: Which of these has the lowest max |F|?
Answer: C16H22Br2NOP2Pt